[1]
{
  "formula": "C20H36INO6",
  "method": "ωB97M-V/def2-TZVPD",
  "species": ["I", "O", "O", "O", "O", "O", "O", "N", "C", "C", "C", "C", "C", "C", "C", "C", "C", "C", "C", "C", "C", "C", "C", "C", "C", "C", "C", "C", "H", "H", "H", "H", "H", "H", "H", "H", "H", "H", "H", "H", "H", "H", "H", "H", "H", "H", "H", "H", "H", "H", "H", "H", "H", "H", "H", "H", "H", "H", "H", "H", "H", "H", "H", "H"],
  "coordinates": [[-1.92378, 4.61261, -2.58273], [2.54772, -2.00136, 2.89524], [0.17223, 0.63347, -0.07999], [-2.12743, -1.32353, -0.78994], [1.95651, 2.77227, 2.67450], [-4.94165, -0.97049, -1.09597], [-0.11585, 3.62627, 1.80980], [3.62476, -4.56218, 3.70148], [-0.86287, 3.86155, 0.54968], [-5.99780, 0.73169, -2.73815], [-2.75659, 1.66688, 0.68256], [-0.97371, 1.41414, -2.90761], [5.53220, -3.08831, 3.33928], [0.13467, -0.76041, 0.32145], [1.22038, 3.05667, 1.65688], [1.49568, 1.20580, -0.02359], [3.21195, -0.90510, 3.50602], [1.57374, 2.79893, 0.06707], [0.38619, 3.74220, -0.51295], [0.32808, 2.42283, -2.91547], [-0.71754, -1.67510, -0.70858], [-2.76511, -2.22392, -1.74902], [4.31989, -3.75222, 2.69158], [-4.87086, 0.39160, -1.63359], [3.35948, -2.75985, 2.00277], [0.07468, 3.78547, -2.09784], [-4.33608, -1.93514, -1.99464], [-2.01611, 2.75704, 0.51924], [-2.64973, -3.29898, -1.31319], [0.42537, 2.73899, -4.03866], [6.30928, -3.83384, 3.53532], [-2.22399, -2.18933, -2.78160], [3.12353, -3.91779, 4.31472], [2.02140, 0.75608, 0.92064], [-6.01078, 1.89637, -2.84057], [3.93273, -0.43255, 2.83122], [-1.30746, 4.93558, 0.54274], [1.18748, -1.22365, 0.41045], [-1.58736, 1.55195, -1.93686], [-3.78278, 0.55303, -2.02836], [-5.08427, 1.09133, -0.72279], [2.13108, 0.86485, -0.93332], [-3.35555, 0.68366, 0.67908], [-1.65773, 1.69841, -3.81006], [5.96214, -2.32581, 2.68267], [5.30031, -2.62217, 4.29766], [2.88208, -5.08823, 3.24378], [0.86599, 4.80140, -0.35085], [-0.65486, 0.31186, -3.08939], [4.69882, -4.42866, 1.91627], [3.70391, -1.23146, 4.42400], [-0.65285, -2.76324, -0.30543], [-4.95189, -2.92067, -1.87202], [0.81263, 4.57408, -2.54490], [2.62941, 3.26491, -0.10629], [2.65700, -3.34185, 1.39275], [-0.25540, -1.57207, -1.77144], [-5.77949, 0.23790, -3.75227], [1.31494, 1.87710, -2.67489], [-0.33469, -0.77703, 1.39203], [2.46135, -0.16535, 3.78811], [-7.04228, 0.46063, -2.30547], [-4.51386, -1.58953, -3.08997], [3.89272, -2.09773, 1.30937]],
  "lowdin_charge": [0.824, -0.207, -0.190, -0.207, 0.033, -0.209, -0.038, 0.037, -0.257, -0.095, 0.108, -0.170, -0.075, -0.139, -0.260, -0.176, -0.101, -0.082, -0.235, -0.274, -0.173, -0.172, -0.430, -0.263, -0.216, -0.617, -0.172, -0.044, 0.129, 0.109, 0.077, 0.131, 0.071, 0.134, 0.087, 0.092, 0.143, 0.120, 0.036, 0.121, 0.117, 0.129, 0.067, 0.061, 0.078, 0.064, 0.071, 0.153, 0.071, 0.134, 0.074, 0.137, 0.139, 0.090, 0.178, 0.116, 0.127, 0.069, 0.099, 0.156, 0.087, 0.091, 0.120, 0.116],
  "orbital_gap_ev": 9.44,
  "mol_weight_g_mol": 513.41,
  "e_tot_ev": -43190.026,
  "e_lumo_ha": 0.0055
}

---

[2]
{
  "formula": "C20H36N10O23S",
  "method": "ωB97M-V/def2-TZVPD",
  "species": ["S", "O", "O", "O", "O", "O", "O", "O", "O", "O", "O", "O", "O", "O", "O", "O", "O", "O", "O", "O", "O", "O", "O", "O", "N", "N", "N", "N", "N", "N", "N", "N", "N", "N", "C", "C", "C", "C", "C", "C", "C", "C", "C", "C", "C", "C", "C", "C", "C", "C", "C", "C", "C", "C", "H", "H", "H", "H", "H", "H", "H", "H", "H", "H", "H", "H", "H", "H", "H", "H", "H", "H", "H", "H", "H", "H", "H", "H", "H", "H", "H", "H", "H", "H", "H", "H", "H", "H", "H", "H"],
  "coordinates": [[-5.85009, -1.02331, 4.03743], [6.17507, 5.83535, -8.76057], [-10.21447, -2.77908, 2.87271], [4.12328, 8.78352, -4.83752], [-0.92692, 0.76041, 3.04412], [2.47746, 4.03291, -2.30142], [3.48924, -0.12858, -0.70055], [-0.39385, -2.43364, 1.77573], [1.42816, -3.71377, -3.01682], [-0.07679, -2.62703, -4.11125], [-5.03261, -0.08874, 3.32326], [7.39423, 7.58788, -8.46334], [-4.12063, 0.27507, -1.21853], [-8.23841, -3.61414, 2.67016], [-6.89313, -0.40735, 4.80916], [1.70074, -0.75016, 5.12313], [3.90663, -0.07620, 1.41133], [4.01398, 5.22948, -1.38302], [1.36974, -4.93602, 2.20102], [2.01389, 9.16548, -4.62286], [-1.43549, 2.58254, 2.01186], [-3.58686, -1.53224, -0.16949], [6.49785, -3.09062, -3.97093], [4.39433, -2.67185, -3.75620], [3.35859, -0.54087, 0.43975], [0.92001, -2.52660, 3.76044], [-9.19420, -2.97774, 2.26127], [-1.30905, 1.38228, 2.06943], [-3.97211, -0.92541, -1.14842], [6.39378, 6.92800, -8.28140], [0.99848, -2.71381, -3.55368], [5.42082, -3.24606, -3.44716], [3.38303, 4.20033, -1.51256], [3.04315, 8.61286, -4.30587], [-3.39964, -1.82359, 5.09013], [-1.37113, -1.02459, 6.14163], [2.45549, -1.70436, 0.65860], [3.74096, 3.04932, -0.64096], [2.97337, 7.64812, -3.17399], [-2.73391, -1.22257, 6.12427], [-4.88951, -2.02068, 5.20135], [1.86411, -1.50520, -3.51785], [0.81376, -1.45821, 4.74177], [-4.28882, -1.71478, -2.36998], [0.75238, -4.94766, 3.23853], [0.96308, -3.87414, 4.33155], [5.34021, 7.49792, -7.39728], [-1.36080, -2.04627, 3.99056], [-9.10387, -2.39416, 0.89491], [-0.67372, -1.46586, 5.06370], [5.32444, -4.22018, -2.32734], [-0.27900, -2.37518, 2.96933], [-1.64460, 0.60104, 0.84730], [-2.69429, -2.23409, 3.97000], [1.67067, -1.38840, 1.33343], [3.04900, -2.50065, 1.09789], [-6.44624, -1.89209, 3.16271], [-8.14021, -2.65303, 0.47108], [-3.63913, -1.36073, -3.16512], [-2.68479, 0.79239, 0.61000], [5.20242, 6.81143, -6.56800], [-5.33309, -1.53785, -2.61040], [-9.21044, -1.31746, 0.99308], [-3.17223, -2.68528, 3.10697], [2.27086, 6.86752, -3.45089], [-0.99029, 0.95084, 0.05225], [4.55853, 3.34474, 0.00603], [5.66797, 8.46763, -7.04420], [-5.23302, -1.79414, 6.20965], [2.03541, -1.25598, -2.47487], [1.93749, -4.11053, 4.76967], [6.30430, -4.65271, -2.16191], [-4.10918, -2.76274, -2.15995], [4.60490, -4.98038, -2.61780], [2.86029, 2.79340, -0.05963], [0.01180, -5.76247, 3.38550], [-1.48145, -0.45068, 1.05060], [4.03476, 2.22770, -1.28529], [1.35272, -0.69638, -4.02855], [-9.91351, -2.81523, 0.30646], [-5.11502, -3.07686, 5.00681], [2.62722, 8.19402, -2.30140], [4.98484, -3.67635, -1.45080], [-0.85228, -0.54362, 6.96130], [3.95947, 7.23587, -3.00520], [4.43252, 7.58664, -7.98682], [2.04309, -2.01120, -0.29602], [-3.30804, -0.89316, 6.98483], [0.18108, -4.04122, 5.09025], [2.79314, -1.75086, -4.01714]],
  "lowdin_charge": [0.669, 0.057, 0.089, 0.047, 0.069, 0.064, 0.037, 0.138, 0.054, 0.054, -0.328, 0.066, 0.069, 0.033, -0.348, 0.177, 0.083, 0.060, 0.067, 0.070, 0.084, 0.059, 0.094, 0.029, -0.433, 0.018, -0.451, -0.423, -0.438, -0.457, -0.444, -0.426, -0.442, -0.445, -0.247, 0.025, 0.061, 0.043, 0.037, -0.007, -0.184, 0.042, -0.316, 0.055, -0.212, -0.096, 0.029, -0.096, 0.046, -0.100, 0.059, -0.346, 0.047, 0.043, 0.074, 0.107, 0.065, 0.090, 0.104, 0.077, 0.094, 0.099, 0.104, 0.144, 0.096, 0.107, 0.099, 0.086, 0.106, 0.070, 0.140, 0.095, 0.096, 0.104, 0.100, 0.130, 0.062, 0.084, 0.099, 0.101, 0.116, 0.105, 0.096, 0.135, 0.078, 0.103, 0.084, 0.128, 0.128, 0.059],
  "orbital_gap_ev": 9.56,
  "mol_weight_g_mol": 816.62,
  "e_tot_ev": -94124.987,
  "de_lowest_kj_mol": 59.2,
  "e_lumo_ha": -0.0268
}

---

[3]
{
  "formula": "C20H36O18",
  "method": "ωB97M-V/def2-TZVPD",
  "species": ["O", "O", "O", "O", "O", "O", "O", "O", "O", "O", "O", "O", "O", "O", "O", "O", "O", "O", "C", "C", "C", "C", "C", "C", "C", "C", "C", "C", "C", "C", "C", "C", "C", "C", "C", "C", "C", "C", "H", "H", "H", "H", "H", "H", "H", "H", "H", "H", "H", "H", "H", "H", "H", "H", "H", "H", "H", "H", "H", "H", "H", "H", "H", "H", "H", "H", "H", "H", "H", "H", "H", "H", "H", "H"],
  "coordinates": [[4.92321, -36.71896, -1.25870], [3.82475, -39.39470, -2.05685], [7.73539, -34.65935, -0.55690], [5.50576, -44.67454, -6.23192], [12.48454, -39.28763, -4.53103], [3.23501, -35.76281, -5.81157], [4.55721, -37.06344, -4.65872], [8.22872, -32.74132, -1.29842], [9.73158, -39.32871, -1.39060], [9.74230, -36.46181, 2.83007], [10.50407, -34.37117, 2.98152], [11.66272, -35.74220, 1.76805], [6.64883, -43.40539, -4.59812], [10.04360, -40.31471, -3.37457], [8.04466, -39.61325, -2.72071], [8.93310, -34.52877, -2.44630], [5.52152, -35.77340, -6.18761], [7.76224, -44.28423, -6.25375], [5.86668, -37.61783, -4.80613], [8.82417, -43.74165, -5.43698], [4.37493, -36.11253, -5.55611], [9.29794, -39.76960, -2.59209], [7.37077, -32.43344, -0.17584], [7.98983, -43.10191, -4.30311], [7.26425, -34.18629, 1.61793], [7.62797, -35.54271, -5.01580], [6.99351, -33.81439, 0.22326], [8.37271, -43.38515, -2.85743], [6.62625, -36.57574, -5.69589], [8.65705, -39.00983, -0.57395], [10.56264, -35.56855, 2.54837], [8.92286, -37.66213, 0.24330], [11.82587, -32.40918, 2.98182], [11.28061, -33.54842, 2.10421], [7.54230, -38.93403, -1.59874], [6.52887, -44.15851, -5.74232], [12.28092, -34.49233, 1.51052], [8.39167, -34.00450, -1.42585], [9.85348, -37.81885, 0.78873], [9.43144, -43.18920, -2.68772], [8.26771, -42.05908, -4.45599], [9.33073, -44.65326, -5.12005], [7.99727, -31.91535, 0.55023], [8.32408, -34.01674, 1.80796], [3.71362, -40.23535, -2.50091], [5.68818, -38.62872, -5.17266], [7.94836, -34.76068, -5.70419], [8.99818, -36.78762, -0.40298], [12.21090, -31.56623, 2.40798], [6.45499, -31.89335, -0.41610], [5.94717, -33.89540, -0.07121], [6.20753, -37.63367, -3.77091], [8.15757, -37.59359, 1.01641], [10.63763, -33.12238, 1.33404], [12.71415, -32.71176, 3.53635], [7.12817, -35.03220, -4.19260], [8.41367, -39.85516, 0.06971], [4.87932, -37.37873, -1.95080], [11.76846, -39.90299, -4.37356], [13.26009, -34.34848, 1.96728], [9.57436, -43.08288, -5.87439], [11.15513, -31.92172, 3.68933], [3.31940, -39.48160, -1.24857], [8.46051, -36.09167, -4.57580], [12.38736, -34.32821, 0.43821], [12.24741, -38.50936, -4.02675], [6.67499, -33.50583, 2.23262], [7.18813, -37.13750, -6.44210], [4.61900, -35.91294, -1.67585], [8.22869, -44.44192, -2.63250], [7.82350, -42.85133, -2.08186], [6.67575, -39.46011, -1.19820], [6.84722, -35.17009, 1.83313], [7.34704, -37.87713, -1.78026]],
  "lowdin_charge": [-0.046, -0.037, 0.117, 0.106, -0.061, 0.125, 0.044, 0.118, 0.107, 0.099, 0.106, 0.080, 0.081, 0.118, 0.118, 0.067, 0.076, 0.053, -0.060, -0.049, -0.568, -0.587, -0.039, -0.338, 0.012, -0.009, -0.388, -0.019, -0.227, -0.294, -0.569, 0.017, -0.012, -0.295, -0.096, -0.482, -0.087, -0.610, 0.071, 0.088, 0.126, 0.129, 0.138, 0.085, 0.045, 0.141, 0.087, 0.073, 0.084, 0.145, 0.161, 0.100, 0.083, 0.144, 0.085, 0.067, 0.152, -0.019, -0.013, 0.136, 0.137, 0.088, 0.046, 0.073, 0.143, 0.023, 0.102, 0.143, 0.036, 0.085, 0.080, 0.139, 0.107, 0.119],
  "orbital_gap_ev": 10.61,
  "mol_weight_g_mol": 564.49,
  "e_tot_ev": -58177.807,
  "de_lowest_kj_mol": 0.0,
  "e_lumo_ha": 0.0011
}